Density functional theory data (wB97M-V/def2-TZVPD) for a molecular structure, C24H43AlN2P3SSe.

The geometry in XYZ format:
```
75
Properties=species:S:1:pos:R:3:lowdin_charge:R:1
Se -0.979 -0.141 -4.931 0.928
S -1.353 0.501 5.300 1.197
P 0.020 -2.726 0.566 0.815
P -0.168 2.265 0.439 0.815
P -2.494 -0.341 0.168 0.804
Al -0.079 -0.180 0.914 0.128
N -2.094 -1.165 3.377 0.099
N -0.077 0.104 3.026 0.028
C 1.895 -0.331 -4.838 -0.148
C -0.854 2.760 -1.192 -0.209
C 0.837 0.832 3.857 -0.278
C 2.031 -0.150 0.446 -0.094
C 0.779 -0.123 -5.670 -0.594
C 2.792 2.117 4.444 -0.033
C 2.264 2.337 5.726 -0.023
C 1.714 -3.432 0.527 -0.228
C -1.159 -0.235 3.747 -0.645
C 1.005 1.826 6.077 -0.039
C -0.760 -3.960 1.675 -0.228
C 0.978 0.113 -7.047 -0.098
C 1.299 -0.231 -0.782 -0.109
C 0.293 1.106 5.120 -0.436
C 1.451 3.119 0.408 -0.212
C -2.824 -0.347 -1.635 -0.237
C -0.585 -3.263 -1.089 -0.215
C 3.185 -0.265 -5.363 -0.072
C 3.383 -0.016 -6.728 -0.041
C 2.097 1.338 3.516 -0.037
C -3.593 1.016 0.724 -0.226
C -3.577 -1.749 0.625 -0.231
C 2.273 0.168 -7.567 -0.041
C -1.045 3.279 1.679 -0.203
H -3.725 -1.768 1.710 0.039
H 1.740 -0.538 -3.781 0.055
H 2.836 2.906 6.462 0.132
H -1.818 -3.735 1.866 0.034
H -3.180 -2.713 0.287 0.037
H 0.113 0.256 -7.697 0.115
H 1.650 -4.515 0.338 0.081
H -0.151 -2.641 -1.881 0.040
H 2.199 -3.268 1.498 0.070
H 1.235 0.652 -1.428 0.079
H -2.369 -1.227 -2.105 0.028
H -3.558 1.093 1.820 0.057
H 1.315 -1.162 -1.354 0.067
H 2.486 -1.051 0.878 0.087
H -0.546 3.174 2.652 0.058
H -0.371 2.185 -1.994 0.046
H -3.911 -0.385 -1.808 0.085
H -3.313 1.979 0.282 0.035
H 1.955 3.015 1.378 0.045
H 2.103 2.702 -0.369 0.060
H 4.396 0.032 -7.133 0.123
H -2.086 2.955 1.792 0.032
H -1.024 4.337 1.372 0.083
H 2.505 1.111 2.534 0.073
H -1.935 2.585 -1.246 0.037
H -2.851 -1.284 4.038 0.119
H -4.558 -1.583 0.154 0.079
H -1.678 -3.199 -1.160 0.037
H -1.766 -2.031 2.943 0.068
H -0.277 -4.306 -1.260 0.082
H 0.565 1.961 7.060 0.129
H 2.422 0.358 -8.633 0.127
H -4.627 0.784 0.423 0.082
H -0.213 -3.981 2.629 0.074
H -0.655 3.829 -1.364 0.081
H 4.039 -0.410 -4.698 0.112
H -2.419 0.551 -2.116 0.021
H -0.710 -4.956 1.210 0.082
H 1.285 4.188 0.202 0.082
H 2.642 0.746 0.608 0.086
H 3.758 2.543 4.166 0.128
H 2.324 -2.966 -0.254 0.058
H -0.484 -0.453 -3.540 -0.178
```

Properties
LUMO level (spin up / spin down)	-10.92 / -11.85	eV
net charge	+3
2S+1	1
orbital gap (spin up / spin down)	4.20 / 2.52	eV

---

Density functional theory data (wB97M-V/def2-TZVPD) for a molecular structure, C24H43F4N2O5PSW.

The geometry in XYZ format:
```
81
Properties=species:S:1:pos:R:3:lowdin_charge:R:1
W -1.481 -0.334 -0.088 1.620
S -0.695 -2.784 0.561 0.811
P 1.020 0.534 -0.538 0.321
F -1.323 6.035 -0.188 0.136
F -2.012 3.830 -1.556 0.111
F -1.323 3.562 3.813 0.133
F -2.030 1.360 2.449 0.075
O 1.210 1.934 -1.116 -0.122
O -0.023 -0.307 -1.407 -0.361
O -1.686 -3.838 0.290 -0.435
O 0.222 0.564 0.782 -0.343
O 2.314 -0.289 -0.431 -0.147
N -2.364 1.358 -0.279 -0.154
N -3.446 -1.001 -0.918 -0.391
C 3.693 1.400 0.762 -0.011
C 3.485 -0.082 0.531 -0.539
C 4.643 -0.734 -0.187 0.001
C -1.298 4.856 1.845 0.121
C 0.912 -3.341 0.026 -0.316
C 1.378 -4.590 0.765 -0.272
C -3.136 -1.492 -2.292 -0.040
C 3.118 -0.793 1.819 -0.012
C -4.199 -2.069 -0.202 -0.053
C 2.159 3.777 -2.295 0.000
C 2.656 -5.131 0.132 -0.079
C -1.855 -1.755 2.704 -0.301
C -3.515 1.441 -1.211 -0.154
C 0.412 2.329 -3.384 -0.009
C -1.780 -1.093 4.065 -0.067
C -1.841 3.764 -0.231 -0.148
C -0.581 -2.501 2.318 -0.300
C 1.653 2.373 -2.518 -0.537
C -1.486 4.899 0.478 -0.195
C -2.007 2.547 0.416 -0.150
C -1.827 2.517 1.792 -0.157
C 2.727 1.436 -3.028 -0.013
C -1.478 3.651 2.497 -0.194
C -4.335 0.197 -0.982 -0.162
H 2.830 1.867 1.242 0.097
H -4.113 2.329 -1.008 0.144
H 0.311 -1.892 2.498 0.101
H -0.958 -0.380 4.114 0.087
H -0.490 -3.461 2.826 0.125
H 0.591 -5.345 0.732 0.119
H 1.594 -2.495 0.124 0.067
H 2.221 -0.357 2.263 0.081
H 2.972 -1.863 1.661 0.080
H 3.936 -0.676 2.530 0.112
H 1.384 4.404 -1.855 0.095
H 3.602 1.428 -2.381 0.078
H -4.399 -1.748 0.820 0.095
H -4.060 -1.773 -2.801 0.118
H 0.766 -3.530 -1.041 0.119
H 2.357 0.416 -3.149 0.096
H -1.624 -1.856 4.829 0.102
H 0.681 2.649 -4.391 0.112
H -5.092 0.050 -1.754 0.146
H -2.024 -0.931 1.943 0.030
H -3.622 -2.987 -0.196 0.067
H 1.559 -4.351 1.817 0.110
H -4.837 0.277 -0.017 0.135
H 2.492 -5.409 -0.909 0.088
H -2.494 -2.369 -2.223 0.098
H -2.706 -0.570 4.297 0.091
H -1.028 5.748 2.394 0.157
H 2.439 4.206 -3.257 0.111
H 3.920 1.927 -0.162 0.081
H -3.146 1.515 -2.235 0.126
H -0.359 2.999 -3.011 0.078
H -5.153 -2.229 -0.709 0.114
H 3.044 1.788 -4.010 0.113
H 5.531 -0.679 0.443 0.112
H 2.999 -6.016 0.664 0.089
H -2.716 -2.417 2.610 0.122
H 4.432 -1.783 -0.393 0.091
H 0.015 1.316 -3.450 0.081
H 3.459 -4.391 0.164 0.071
H 3.036 3.788 -1.648 0.093
H -2.633 -0.715 -2.868 0.093
H 4.857 -0.229 -1.127 0.091
H 4.546 1.517 1.432 0.114
```

Properties
LUMO level (spin up / spin down)	-7.73 / -7.73	eV
net charge	+2
2S+1	1
orbital gap (spin up / spin down)	6.80 / 6.80	eV

---

Density functional theory data (wB97M-V/def2-TZVPD) for a molecular structure, C24H43FGaP2.

The geometry in XYZ format:
```
71
Properties=species:S:1:pos:R:3:lowdin_charge:R:1
Ga 2.550 -2.638 0.298 0.717
P -1.253 0.049 -4.358 0.785
P -3.559 -1.885 -4.623 0.777
F 4.205 -1.858 0.655 -0.539
C 3.355 1.319 5.012 0.002
C 0.350 -0.782 4.302 -0.134
C -4.249 -3.396 -5.402 -0.344
C 1.577 1.262 -0.907 -0.198
C -0.090 2.704 1.041 -0.178
C -2.239 0.212 -5.952 -0.439
C 0.207 1.692 5.002 0.001
C 2.533 1.511 0.223 -0.090
C 3.956 -1.726 4.377 0.018
C 2.374 2.222 1.349 -0.120
C -3.007 -1.079 -6.243 -0.449
C 1.257 3.151 1.642 -0.189
C 1.399 -1.729 4.128 -0.127
C -5.163 -0.966 -4.516 -0.321
C 2.357 0.300 4.631 -0.110
C -0.452 1.273 1.371 -0.112
C 0.420 0.090 -5.140 -0.317
C -1.420 1.823 -3.857 -0.316
C 1.234 -3.167 3.822 -0.013
C -0.202 0.189 0.635 -0.116
C 0.945 0.470 4.624 -0.121
C -1.091 -1.088 4.291 0.002
C 0.498 0.187 -0.686 -0.207
C 2.633 -1.064 4.361 -0.107
H -5.697 -0.972 -5.477 0.039
H -5.792 -1.458 -3.765 0.031
H -4.989 0.070 -4.206 0.025
H -0.757 2.024 -3.004 0.005
H -0.667 1.861 4.360 0.086
H 1.395 -3.804 4.711 0.120
H -0.881 3.326 1.518 0.121
H 0.926 -0.817 -0.867 0.016
H 4.312 1.121 4.520 0.094
H -0.310 0.333 -1.430 0.095
H -1.311 -1.919 3.612 0.089
H -1.676 -0.217 3.977 0.084
H -1.110 1.196 2.252 0.083
H -2.926 1.068 -5.866 0.073
H 0.491 0.917 -5.862 0.039
H 4.747 -0.981 4.530 0.089
H -0.094 2.893 -0.048 0.104
H 0.848 2.578 4.929 0.080
H 3.028 2.322 4.729 0.086
H -4.834 -3.953 -4.663 0.031
H 1.526 4.162 1.284 0.130
H -2.459 2.005 -3.546 0.035
H 4.041 -2.462 5.195 0.119
H 1.940 -3.495 3.042 0.038
H -0.153 1.632 6.046 0.121
H 4.131 -2.240 3.422 0.092
H 1.145 2.213 -1.266 0.102
H -1.434 -1.374 5.298 0.119
H -0.688 -0.768 0.910 0.110
H -4.900 -3.147 -6.250 0.039
H 3.454 0.930 0.090 0.101
H 0.219 -3.359 3.452 0.087
H 3.518 1.317 6.101 0.122
H 0.581 -0.864 -5.661 0.038
H 1.177 0.199 -4.352 0.017
H -2.371 -1.808 -6.768 0.074
H -3.903 -0.908 -6.863 0.074
H -1.176 2.492 -4.695 0.045
H 1.115 3.236 2.731 0.087
H -1.528 0.442 -6.760 0.070
H 3.195 2.263 2.063 0.094
H -3.435 -4.037 -5.753 0.031
H 2.181 0.906 -1.754 0.109
```

Properties
LUMO level (spin up / spin down)	-5.93 / -5.94	eV
net charge	+1
2S+1	1
orbital gap (spin up / spin down)	3.32 / 3.31	eV

---

| no. | calculated total energy (eV) | largest force on an atom (eV/Å) |
| --- | --- | --- |
| 1 | -139186.4850 | 3.749 |
| 2 | -71610.8288 | 1.411 |
| 3 | -99248.0500 | 1.345 |